{"formula": "C38H35F10N4OSSe2V", "method": "the ωB97M-V functional and the def2-TZVPD basis", "species": ["C", "C", "H", "C", "H", "H", "N", "F", "H", "H", "N", "C", "H", "V", "F", "C", "C", "H", "H", "H", "F", "F", "F", "F", "O", "C", "C", "F", "H", "H", "F", "C", "H", "F", "C", "H", "H", "C", "C", "H", "H", "C", "C", "H", "C", "H", "C", "C", "C", "C", "S", "C", "H", "N", "C", "C", "C", "F", "C", "H", "H", "H", "H", "H", "C", "N", "H", "C", "C", "C", "C", "Se", "H", "H", "C", "H", "C", "C", "C", "C", "H", "Se", "H", "C", "C", "H", "H", "H", "C", "H", "C", "H"], "xyz": [[-5.3044, -1.2652, -0.2459], [-3.5793, -2.8444, 1.1719], [1.7561, -6.5722, -2.1109], [-0.1291, -4.5023, -1.8595], [1.2249, -3.0725, 2.9355], [4.1252, -0.6270, 1.3356], [0.1084, -2.4077, -0.7675], [5.4486, -0.7599, -5.8325], [-4.8698, 5.9298, -1.7756], [2.1103, 6.6409, 1.8711], [-3.0459, -1.8969, 0.3054], [2.0065, -3.4088, -1.8273], [2.1414, -3.0661, 5.1604], [-1.1862, -0.9697, 0.3477], [-1.8654, 1.2434, -0.4993], [-0.7320, 0.7277, -2.3031], [-4.4923, 5.1726, -0.9973], [-3.2308, 2.3621, 1.3381], [1.2830, -1.3902, 6.9132], [-4.7532, 0.8277, 0.5045], [0.3426, 0.3261, -2.9407], [4.8862, -3.1919, -4.9566], [7.9036, 0.4558, -5.2796], [9.4993, -0.7219, -3.3834], [-6.7548, 1.6455, -1.8759], [0.9226, -2.2633, 3.6386], [-0.6758, -3.4411, -1.1276], [-1.1060, 1.8556, -2.9045], [-6.8449, -2.0451, 0.9736], [-7.0654, -0.6910, -1.2903], [8.9680, -3.2536, -2.6241], [-5.1106, 3.9052, -1.1093], [1.0870, -6.0657, -3.5357], [0.3204, 1.7160, -0.4988], [0.0022, -1.2315, 3.2373], [-1.8604, 6.6746, -0.2914], [0.3851, 3.6238, 2.7044], [-3.1187, 4.3814, 0.7932], [8.4338, -1.3995, -3.9469], [-5.1796, -3.7006, 2.0874], [-5.9577, 3.7771, -1.7895], [-4.8551, -2.9993, 1.3695], [1.7788, -5.7381, -2.7943], [-1.3342, 0.2766, 4.1968], [8.0986, -2.6993, -3.5249], [-2.7820, 6.9049, 1.3305], [-3.5444, 5.4143, -0.0368], [-0.4826, -0.3628, 4.2992], [-6.1064, 1.0120, -1.0590], [-2.8440, 6.7380, 0.0647], [6.7466, -5.1039, -3.5504], [-3.9674, -1.1675, -0.5094], [1.9229, 2.5116, 1.0025], [-5.1831, 1.5243, -0.1428], [-0.4566, -1.0217, 1.9228], [-3.6570, 3.0964, 0.6582], [1.3994, -2.3219, 4.9602], [-1.7316, -0.1577, -2.5643], [0.9971, -1.3808, 5.9384], [-0.7740, -5.2977, -2.3117], [3.1675, -0.9618, 2.8321], [2.1879, 5.1046, 0.9970], [1.9364, -1.4019, -0.9193], [0.6412, 5.5807, 1.7582], [-4.6984, 2.9021, -0.2590], [-6.2250, -0.3093, -0.8653], [1.1869, 1.2885, 2.0791], [3.2771, -0.3220, 1.9694], [1.8044, 2.1637, 2.0768], [-0.5087, 0.7261, -0.8162], [1.4048, -2.3412, -1.1656], [3.5966, 1.4406, 2.5776], [-2.1690, 4.5955, 1.3178], [-3.4964, 7.5536, -0.3457], [-0.0127, -0.4312, 5.6178], [-3.4789, -0.5022, -1.2594], [7.5720, -0.7553, -4.8193], [6.3731, -1.3936, -5.1224], [1.7248, 5.6251, 1.8263], [1.1865, -4.5175, -2.1461], [2.7388, -5.6088, -3.3246], [2.3854, 4.6859, 3.4301], [1.2017, 2.7058, 4.0323], [6.0692, -2.6495, -4.6572], [1.2750, 3.1518, 3.0647], [-1.6802, -3.4374, -0.6902], [-0.4481, 0.2022, 6.3421], [-2.8744, -3.3930, 1.7067], [6.9196, -3.4455, -3.8576], [2.3648, -0.3187, 1.3558], [-5.7942, -2.1858, 0.6541], [3.0546, -3.4562, -2.1842]], "lowdin_spin": [0.05, 0.09, 0.00, 0.00, 0.00, 0.00, 0.00, 0.00, 0.00, 0.00, 0.25, 0.00, 0.00, 1.67, 0.02, 0.00, 0.00, 0.00, -0.01, 0.00, 0.00, 0.00, 0.00, 0.00, 0.00, -0.07, 0.01, 0.00, 0.02, 0.00, 0.00, 0.00, 0.00, 0.00, -0.08, 0.00, 0.00, 0.00, 0.00, 0.00, 0.00, 0.08, 0.00, -0.01, 0.00, 0.00, 0.00, -0.07, 0.00, 0.00, 0.00, 0.20, 0.00, 0.01, -0.43, 0.00, 0.01, 0.00, -0.06, 0.00, 0.00, 0.00, 0.00, 0.00, 0.00, 0.00, 0.00, 0.00, 0.00, 0.00, 0.01, 0.00, 0.00, 0.00, 0.00, 0.01, 0.00, 0.00, 0.00, 0.00, 0.00, 0.00, 0.00, 0.00, 0.00, 0.00, 0.00, 0.00, 0.00, 0.00, 0.27, 0.00], "lumo_ev": [3.47, 3.47], "fmax_ev_per_a": 4.99, "molar_mass_g_mol": 994.64, "total_energy_ha": -8906.876638, "charge": -2, "s_squared": 2.393, "multiplicity": 3}


{"formula": "C38H36As2IIrNOS", "method": "the ωB97M-V functional and the def2-TZVPD basis", "species": ["C", "H", "C", "C", "H", "H", "H", "C", "C", "C", "H", "H", "C", "C", "H", "C", "H", "C", "C", "C", "S", "H", "N", "H", "H", "C", "C", "H", "H", "H", "H", "H", "C", "C", "H", "O", "C", "C", "C", "H", "Ir", "C", "H", "C", "C", "H", "H", "H", "C", "H", "C", "C", "C", "H", "H", "C", "C", "H", "As", "C", "C", "H", "H", "C", "As", "H", "C", "C", "I", "H", "H", "C", "H", "C", "H", "C", "H", "H", "C", "H", "C"], "xyz": [[-3.0542, -1.9152, -1.2045], [-2.3133, -5.0101, 0.6445], [-3.5210, 3.1120, -2.5313], [1.5613, -2.8311, -1.8274], [6.5548, -2.8033, -0.4460], [0.0144, 4.3720, -0.0305], [2.2140, 1.9471, 0.1765], [1.5296, -3.5943, -2.9866], [4.6338, -1.8840, -0.2582], [2.0018, 1.3707, -0.7245], [-4.8559, 4.3133, 0.3483], [0.4452, 3.1513, 4.7518], [1.8248, -3.0046, -4.2100], [-1.2673, -0.8109, 3.7538], [-5.0223, -1.3603, -0.5143], [-0.0280, 2.4477, 2.7795], [2.8070, 1.5638, -1.4329], [-0.2649, -1.5650, 5.7784], [-2.4908, -1.3682, -3.4551], [-4.6723, -0.8163, -2.5680], [-2.6902, -2.7214, 0.3158], [-1.8305, 1.8056, -2.6705], [-0.1573, -1.1459, 3.0639], [1.7247, -2.3612, 5.5439], [1.3345, -3.2924, -0.8717], [-1.3504, -0.9908, 5.1182], [2.1545, -1.6562, -4.2790], [-0.3051, -1.7379, 6.8462], [0.5753, 2.7681, -1.5998], [-1.1497, -2.3750, -2.1176], [4.1264, -2.6634, -0.8106], [6.4783, 0.9033, 1.7057], [4.5914, 0.2190, 0.9660], [0.5083, 5.0418, 1.9373], [-3.0127, 2.9883, 1.3058], [-1.1553, -2.4883, 0.6484], [2.2018, -0.8877, -3.1230], [3.9472, -0.7794, 0.2352], [-4.3668, 3.8182, -1.6847], [4.0488, 1.0594, 1.3822], [-0.0925, -0.8164, 0.9887], [-2.4860, 2.3521, -2.0060], [-5.1620, 4.4218, -2.1021], [0.8678, -1.9167, 5.0559], [6.0033, -1.9591, -0.0545], [0.9060, 5.4608, 4.0032], [0.7115, 6.0538, 1.6120], [-5.6613, -0.3994, -2.7053], [0.8993, -1.6866, 3.6984], [-1.9896, -4.5123, -1.0596], [1.9010, -1.4810, -1.9011], [-0.1487, 2.7873, 1.4364], [0.3594, 3.4106, 3.7047], [-0.2395, 1.4414, 3.1167], [2.3927, -1.2039, -5.2329], [0.6247, 1.7301, -1.2747], [-3.7687, -0.8354, -3.6209], [-3.6793, -4.6785, -0.4594], [2.1194, -0.5193, -0.2613], [0.6219, 4.7050, 3.2830], [-2.3036, 2.3314, -0.6274], [-2.0949, -0.3900, 3.1951], [7.7338, -1.0170, 0.7863], [-4.3175, -1.3554, -1.3382], [-0.7398, 1.5254, 0.1159], [1.7661, -1.9334, 3.1000], [5.9608, 0.1286, 1.1562], [-3.1597, 3.0146, 0.2331], [-3.0395, -0.3722, 6.1308], [2.4924, 0.1527, -3.1899], [1.8089, -3.6010, -5.1132], [-4.1929, 3.7637, -0.3064], [-1.7968, -1.3958, -4.2856], [-2.1224, -1.9179, -2.2393], [-4.0623, -0.4350, -4.5831], [0.1197, 4.0889, 1.0101], [0.3560, 1.0959, -2.1204], [1.2919, -4.6493, -2.9363], [6.6635, -0.9545, 0.6414], [-3.6605, 3.1608, -3.6035], [-2.6524, -4.4135, -0.2017]], "lowdin_spin": [0.01, 0.00, 0.00, 0.01, 0.00, 0.00, 0.00, 0.00, 0.02, 0.04, 0.00, 0.00, 0.01, 0.04, 0.00, 0.01, 0.01, 0.02, 0.00, 0.00, 0.04, 0.00, 0.17, 0.00, 0.00, 0.01, 0.00, 0.00, 0.00, 0.00, 0.00, 0.00, 0.01, 0.00, 0.00, 0.29, 0.01, 0.04, 0.02, 0.00, 2.55, 0.01, 0.00, 0.01, 0.00, 0.00, 0.00, 0.00, 0.04, 0.00, 0.04, 0.04, 0.00, 0.00, 0.00, 0.04, 0.00, 0.00, 0.20, 0.00, 0.04, 0.01, 0.00, 0.00, 0.20, 0.01, 0.00, 0.01, 0.00, 0.00, 0.00, 0.00, 0.00, 0.00, 0.00, 0.01, 0.00, 0.00, 0.02, 0.00, 0.01], "lumo_ev": [-7.76, -11.31], "fmax_ev_per_a": 0.62, "molar_mass_g_mol": 1023.74, "total_energy_ha": -6870.333445, "charge": 3, "e_above_lowest_kcal_mol": 0.0, "s_squared": 6.009, "multiplicity": 5}